# 1
24
Properties=species:S:1:pos:R:3:forces:R:3:mulliken_charge:R:1 method="wB97M-V/def2-TZVPD" homo_energy_ha=-0.2763 lumo_ev=0.142 homo_lumo_gap_ev=7.662 de_lowest_kcal_mol=85.6
C -0.4623 -0.9206 -1.8051 2.6029 -2.0707 -2.3920 -1.581
C -2.4135 -0.6070 -0.4773 -1.9069 1.7297 -1.9103 -1.393
C 2.6701 1.0277 1.4751 -0.8514 -1.9709 1.3038 -1.377
C -0.9527 -0.7125 -0.4792 1.1022 -0.0009 3.7970 0.134
C 1.9962 0.2441 0.2971 -1.7454 1.7259 0.4076 0.605
C -0.3669 0.5628 0.2497 1.7435 -1.1272 -0.3651 0.254
S 2.0487 -1.4770 0.5497 1.3677 -1.0048 -0.8555 -0.147
S 2.5523 0.9745 -1.2284 0.5790 0.2368 0.3063 -0.166
S -0.7090 2.0430 -0.6281 0.2239 0.5799 -0.3622 -0.123
S -0.9572 0.5427 1.8954 -0.2541 -1.3310 0.5754 -0.103
H -0.6559 -0.0437 -2.3959 -0.2455 0.2233 -0.7215 0.429
H 0.6509 -1.1679 -1.8998 -1.5106 0.3925 0.4027 0.119
H -0.9634 -1.8321 -2.1956 0.1060 0.7421 -0.2748 0.435
H -2.6019 0.1026 -1.3276 -0.5522 -0.3032 0.7664 0.346
H -2.9454 -1.5218 -0.7860 0.2285 0.1966 0.7348 0.395
H -2.7045 -0.0931 0.4391 -0.8997 -0.6440 -0.1991 0.405
H 3.6935 0.6266 1.7207 -0.6944 0.5260 -0.8532 0.367
H 2.1468 0.7104 2.4621 0.3168 0.7948 -1.6254 0.299
H 2.6663 2.1012 1.3426 0.0233 0.1880 0.0095 0.376
H -0.8053 -1.5986 0.1847 0.7885 0.5898 -0.3495 0.293
H 0.9375 -1.5567 1.2186 -0.9524 -0.0767 0.8125 0.094
H 1.8569 0.4050 -2.2238 -0.1870 -0.2740 0.4357 0.105
H -0.4882 2.9458 0.3614 0.0037 -0.4486 -0.2503 0.132
H -0.3795 1.6365 2.2521 0.7135 1.3265 0.6073 0.100

=====

# 2
30
Properties=species:S:1:pos:R:3:forces:R:3:mulliken_charge:R:1 method="wB97M-V/def2-TZVPD" homo_energy_ha=-0.6729 charge=+3 lumo_ev=-14.832 homo_lumo_gap_ev=3.480
N 1.4437 -1.5761 1.6536 0.2949 1.6446 -1.3679 -0.249
C 2.6198 -0.7374 1.3096 0.7731 -0.5419 -0.1969 -0.730
C 2.4310 0.2152 0.0243 0.4630 1.7515 0.8223 -0.418
C 1.3703 1.3855 0.3934 0.0046 -0.8451 -1.3391 -0.614
C 0.4895 1.8137 -0.8913 -0.0984 0.4746 1.2397 -0.263
C -0.9869 2.2627 -0.3673 1.9032 0.6229 -0.3997 -0.562
Al -2.3210 0.7316 -0.3532 -1.6165 3.3215 -0.6002 0.110
Br -3.4901 0.8245 -2.5014 1.4887 -1.1072 -0.1848 -0.282
N -3.6724 0.8269 0.9928 3.7960 -3.8578 3.6783 -0.104
C -3.1724 0.2498 2.0369 -2.6321 3.0127 -0.2502 0.301
S -2.8437 -0.0649 3.6416 -0.3010 0.1874 -3.7144 0.093
P -1.3635 -1.3996 -0.2440 -1.3732 -3.0763 0.3334 0.577
N -0.4178 -1.7291 -1.7378 -0.3083 -0.4870 -0.6324 -0.577
O -2.6342 -2.5550 -0.2547 3.1873 1.7158 0.0837 -0.468
H 1.2067 -2.2613 0.9244 0.1729 -0.0815 0.7740 0.264
H 0.6292 -1.0298 1.9679 0.3562 -0.6082 0.2786 0.272
H 2.9161 -0.0707 2.1881 -0.6130 -1.0008 -1.1063 0.341
H 3.4853 -1.4573 1.0874 -1.1969 1.0038 0.3751 0.381
H 2.1894 -0.3289 -0.9478 0.2338 0.4355 1.2602 0.246
H 3.4380 0.7579 -0.1204 -1.3822 -1.2096 -0.0067 0.377
H 0.6771 0.9847 1.2084 0.8361 0.7968 -0.8955 0.244
H 1.9350 2.3246 0.7202 -0.9282 -1.5031 -0.0495 0.373
H 0.4090 0.9705 -1.6678 0.2827 0.9639 0.7856 -0.069
H 1.0207 2.7176 -1.3550 -0.9439 -1.4231 0.2576 0.435
H -1.3043 3.1263 -1.0595 -0.1575 -1.3513 1.2658 0.451
H -0.8470 2.6400 0.7064 -0.4624 -0.3531 -1.4930 0.388
H 0.5711 -1.5653 -1.4758 -0.3786 -0.0094 -0.3212 0.187
H -0.5059 -2.7464 -1.9500 0.1418 0.4632 0.3393 0.483
H -2.3205 -3.3857 0.1823 -0.5428 0.3486 -0.2646 0.371
Zr -0.9526 -0.9240 -4.1113 -0.9993 0.7128 1.3288 1.443

=====

# 3
30
Properties=species:S:1:pos:R:3:forces:R:3:mulliken_spin:R:1 method="wB97M-V/def2-TZVPD" homo_energy_ha="-0.1223 / -0.1228" spin_multiplicity=6 charge=-1 lumo_ev="2.199 / 2.194" homo_lumo_gap_ev="5.527 / 5.535"
Mn 0.3562 0.1099 -0.6563 0.2893 0.0766 0.1162 4.778
C -2.4477 0.7531 -0.6761 -0.1941 0.2707 -0.0661 -0.039
C -2.5691 -0.6784 -0.1565 -0.1744 -0.1787 0.0168 -0.008
N -1.3033 -1.4116 -0.1048 0.1307 -0.0365 -0.0804 0.030
C -0.9990 -2.0966 1.1496 -0.0753 0.0836 0.1070 -0.014
C -0.7737 -1.0883 2.2854 0.0018 -0.0392 -0.0325 0.002
N 0.0661 0.0048 1.8500 0.0970 -0.0108 -0.1190 0.015
C -0.3067 1.3579 2.1922 -0.0532 0.0451 0.0139 -0.013
C -1.5328 1.8195 1.3914 0.0324 -0.0800 0.0490 -0.007
N -1.3826 1.5393 -0.0416 0.0588 -0.1650 0.0219 0.039
H -2.2119 0.7313 -1.7426 -0.0066 -0.0419 0.0065 0.008
H -3.4349 1.2253 -0.5562 0.0297 -0.0001 -0.0159 0.005
H -3.0259 -0.6888 0.8369 0.0545 0.0519 0.0005 -0.004
H -3.2827 -1.1818 -0.8160 -0.0058 -0.0260 0.0491 0.002
H -1.2018 -2.0496 -0.8847 -0.0239 0.0959 -0.0878 0.005
H -1.7890 -2.8000 1.4492 0.0099 -0.0010 -0.0045 0.003
H -0.0861 -2.6709 0.9854 0.0214 0.0185 -0.0104 0.001
H -1.7332 -0.6774 2.6097 0.0009 0.0090 -0.0157 -0.001
H -0.3675 -1.6234 3.1517 0.0053 0.0053 -0.0049 0.003
H 1.0621 -0.1718 1.8856 -0.0084 -0.0046 0.0976 -0.004
H -0.5175 1.4972 3.2636 0.0115 0.0086 -0.0039 0.002
H 0.5407 1.9964 1.9363 0.0083 -0.0141 -0.0200 0.006
H -2.4353 1.3254 1.7635 0.0195 -0.0252 -0.0167 -0.003
H -1.6779 2.8885 1.5652 -0.0200 0.0032 -0.0118 0.001
H -1.2443 2.3973 -0.5586 0.0426 -0.0570 -0.0945 0.012
S 3.5711 -1.9582 -2.9089 0.1062 -0.0846 -0.0675 0.012
As 2.7663 -0.0591 -2.5545 -0.6232 0.0466 0.2540 0.007
S 0.4904 -0.1550 -2.9662 0.0768 -0.0045 -0.0827 0.071
S 2.6641 0.2775 -0.2973 0.0602 0.0016 0.0987 0.079
S 3.5115 1.6756 -3.4527 0.1284 0.0524 -0.0967 0.011

=====

# 4
43
Properties=species:S:1:pos:R:3:forces:R:3:mulliken_spin:R:1 method="wB97M-V/def2-TZVPD" homo_energy_ha="-0.1094 / -0.1091" spin_multiplicity=2 charge=-2 lumo_ev="2.818 / 1.645" homo_lumo_gap_ev="5.795 / 4.613"
In 1.1158 -0.0691 -2.1215 -0.8010 -0.1917 1.6845 0.000
N -1.7906 -0.5325 0.7790 -3.2244 -1.9301 2.2362 0.000
O -1.1419 -1.2650 1.5491 0.5571 -1.6815 2.2502 0.000
O -1.1658 -0.0210 -0.0794 3.1587 3.2733 -5.3419 0.004
O -3.0054 -0.3934 0.8645 0.3194 -0.2789 0.3438 0.000
N -0.6045 3.2265 -0.3188 2.0250 -0.2417 2.2261 -0.026
O -1.8258 3.1099 -0.3736 -1.3337 0.1197 -0.5286 0.719
O -0.1594 4.1470 0.3687 -0.6969 0.1004 -0.7564 0.200
O 0.1189 2.3460 -0.7498 0.0662 -0.0641 -1.1344 0.096
B -4.7735 2.6059 2.3385 -0.1498 -0.9117 -1.6934 0.000
F -4.5147 2.5603 3.6684 -0.5346 -0.0198 2.7893 0.000
F -5.4672 3.7149 1.9418 -1.0615 1.3646 0.2440 0.000
F -3.5558 2.5957 1.7489 2.6942 0.3364 -1.3749 0.003
F -5.4315 1.4639 1.8588 -0.9717 -0.7008 0.4571 0.000
B -4.5422 4.3518 -2.2841 -1.3950 0.6722 0.9312 0.001
F -4.0915 4.5467 -1.0274 1.4634 0.8489 1.9398 0.003
F -5.7256 3.6830 -2.1381 -1.9804 -0.9687 -0.6039 0.000
F -4.7655 5.5766 -2.9132 -0.1682 1.2885 -0.7965 0.000
F -3.6783 3.6319 -3.0074 2.1999 -1.6265 -1.9093 0.000
C 2.5325 1.6553 1.6490 -1.5444 -0.6916 -1.2390 0.004
O 2.0350 0.4765 0.9496 1.6015 -1.4189 1.6990 -0.001
C 2.0467 -0.6549 1.8944 0.3374 0.1123 -0.7537 0.000
C 2.3595 -2.0111 1.2492 -1.4628 0.6674 -0.4273 0.000
N 1.2642 -2.2784 0.3051 1.7725 0.3712 -0.9718 0.000
C 1.2805 -3.5778 -0.3223 -2.0489 -1.3247 1.2616 0.000
C 2.4069 -3.8925 -1.2287 0.7103 1.2912 1.4316 0.000
O 2.2757 -2.9433 -2.2252 1.0518 0.2845 -2.7287 0.000
C 3.2794 -3.1623 -3.2478 -1.7776 -0.7390 0.5847 0.000
H 3.6172 1.7592 1.6770 0.1633 -0.1541 -0.4314 0.000
H 2.1906 1.6511 2.6840 -0.3300 0.2115 -0.0793 0.000
H 1.9979 2.3630 1.0154 0.5985 1.0087 0.6974 -0.004
H 1.0654 -0.6442 2.3689 -0.0363 -0.2321 0.0738 0.000
H 2.8421 -0.5571 2.6332 0.0355 0.6057 0.2108 0.000
H 2.2821 -2.7795 2.0185 0.5242 -0.1023 0.5312 0.000
H 3.3646 -1.9983 0.8276 -0.0397 -0.0713 -0.2867 0.000
H 0.4576 -2.1183 0.8915 -1.3292 0.1726 -0.4624 0.000
H 0.3469 -3.7503 -0.8578 -0.1252 0.6996 -0.6130 0.000
H 1.1017 -4.3918 0.3804 0.7903 -0.3871 0.8362 0.000
H 2.5008 -4.9379 -1.5227 -0.4969 -0.0917 -0.4598 0.000
H 3.3463 -3.6222 -0.7464 0.4406 -0.4429 0.4950 0.000
H 4.2509 -3.3689 -2.7987 0.3575 0.9214 -0.0789 0.000
H 3.1320 -2.3776 -3.9899 0.7298 0.0574 0.1978 0.000
H 3.0277 -4.1176 -3.7085 -0.0887 -0.1364 -0.4500 0.000

=====

# 5
25
Properties=species:S:1:pos:R:3:forces:R:3:mulliken_charge:R:1 method="wB97M-V/def2-TZVPD" homo_energy_ha=-0.5116 charge=+2 lumo_ev=-11.524 homo_lumo_gap_ev=2.396
C 0.3557 -2.7098 2.3918 -0.0466 -0.3645 -1.3254 -1.280
C 0.1735 -1.9681 1.0333 -1.0444 1.3335 2.2964 -0.021
I 1.0817 -3.0753 -0.6505 0.4627 2.3019 -0.3326 0.607
C 0.6771 -0.4966 1.0354 1.6095 -0.3060 -1.4909 -0.875
B -0.6095 0.4017 0.4761 -0.4656 -0.8202 -0.6028 -0.053
C -0.1605 1.9800 0.2978 0.1721 1.9388 1.1177 -0.629
C -0.7823 2.3582 -1.1151 0.3061 -1.2269 -0.2280 -0.504
C 0.4040 2.2831 -2.1329 -0.3316 -1.0226 0.2542 -0.425
S -0.1209 2.1652 -3.8743 -0.1277 0.7329 -0.1537 -0.077
H 1.4050 -2.9045 2.6428 -0.2868 0.2953 0.0923 0.363
H -0.1595 -2.1042 3.1521 0.2776 -0.2398 -0.1309 0.393
H -0.1667 -3.6853 2.2823 0.1780 0.3884 0.3662 0.374
H -0.9097 -1.9748 0.8202 0.5250 -0.3429 -0.4941 0.492
H 1.0319 -0.1434 2.0187 -0.3232 -0.2617 -0.1855 0.370
H 1.5317 -0.3920 0.3413 -0.2938 0.0850 0.4611 0.455
H -0.9487 -0.1745 -0.5466 -0.0267 -0.6085 0.0430 -0.026
H -1.5924 0.3592 1.1816 -0.4873 0.5825 -0.3188 0.012
H -0.6422 2.6094 1.0616 0.4298 -0.1417 -0.2568 0.313
H 0.9287 2.1269 0.3396 -0.3961 -0.1267 0.0030 0.432
H -1.2776 3.3406 -1.0371 0.0630 -0.2683 0.2025 0.355
H -1.5496 1.6335 -1.4392 0.1971 0.2899 0.0438 0.353
H 1.0041 1.3880 -1.8927 -0.2988 0.3105 -0.0377 0.240
H 1.0574 3.1619 -2.0430 -0.2225 -0.2346 -0.2554 0.375
H -1.2976 1.4678 -3.9182 0.6129 0.1070 0.7123 0.180
Lu 0.5664 -5.6470 -0.4251 -0.4828 -2.4014 0.2203 0.577

=====

# 6
24
Properties=species:S:1:pos:R:3:forces:R:3:mulliken_charge:R:1 method="wB97M-V/def2-TZVPD" homo_energy_ha=-0.2768 lumo_ev=0.732 homo_lumo_gap_ev=8.265 de_lowest_kcal_mol=26.5
B -0.3475 -0.0751 -0.6660 4.2963 0.2208 -0.1611 0.262
C 1.2887 1.6448 -0.2044 1.2427 -1.9842 1.4282 -0.641
C 2.1657 0.4232 0.0463 1.8139 -2.4121 -0.8465 -0.646
C -1.9731 -1.0372 0.9151 -1.3654 -0.4857 -0.6045 -1.107
C -1.1451 2.2888 -0.1044 0.2538 -1.8708 -1.7301 -0.921
C 1.9059 -1.9770 -0.3070 3.9377 1.3578 -0.7926 -0.896
C -1.6298 -0.8837 -0.5612 -1.4912 -0.7419 -0.9099 -0.292
N -0.0750 1.2472 -0.3244 -1.5228 -0.3335 -0.3655 0.051
N 1.7982 -0.6727 -0.9331 -3.9374 2.1039 1.5559 -0.458
H 1.4346 2.1604 0.6983 -0.0930 1.6239 1.0643 0.355
H 1.7096 2.1406 -1.0127 0.2842 1.3268 -1.7474 0.346
H 3.3125 0.6077 -0.0725 -1.8076 0.3358 -0.1024 0.364
H 2.1509 0.0255 1.0973 -0.6676 0.5042 -0.5018 0.310
H -1.2458 -1.5967 1.4299 1.1098 -0.7852 0.5715 0.307
H -1.9719 -0.0755 1.3387 -0.4660 1.1404 1.0734 0.350
H -2.9327 -1.5815 1.0563 0.4445 0.6571 -0.0415 0.319
H -0.8796 2.9047 0.7212 0.3830 0.7479 0.4881 0.316
H -1.2523 2.8891 -1.0963 -0.3382 -0.9550 1.9576 0.235
H -2.0126 1.6656 0.2518 0.3037 1.2257 -0.9461 0.332
H 1.3122 -2.1591 0.5226 -1.1711 -0.3046 1.9047 0.285
H 1.7753 -2.7228 -1.0260 -0.5770 -1.2651 -1.2062 0.301
H 3.0301 -2.0998 -0.0281 -1.5664 -0.0073 0.0321 0.308
H -1.6524 -1.9563 -0.9108 0.1520 1.4832 -0.6254 0.303
H -2.4075 -0.1859 -1.0648 0.7820 -1.5822 0.5051 0.217